1.
DFT (the ωB97M-V functional and the def2-TZVPD basis) results for a structure of composition C3H2O4Sn at a distorted geometry.

Properties
Gap between HOMO and LUMO (alpha / beta) in eV: 6.54 / 6.54
ΔE to the lowest compared entry with this formula, charge and spin in kJ/mol: 1124.3
E_tot in eV: -17132.342

Structure (ORCA input):
```
! wB97M-V def2-TZVPD RIJCOSX def2/J DEFGRID3
* xyz 2 1
C 0.381 -0.919 1.756
C 1.805 0.655 0.893
O 1.980 0.563 -0.265
O 0.201 -0.819 2.938
H 0.633 -1.888 1.282
H 0.111 0.977 0.940
O -0.985 -0.179 -0.580
O -0.619 0.544 -1.667
C -1.031 0.068 0.600
Sn 1.211 0.639 -2.079
*
```

---

2.
DFT (the ωB97M-V functional and the def2-TZVPD basis) results for a structure of composition C3H2O4Y at a distorted geometry.

Properties
Gap between HOMO and LUMO in eV: 6.74
ΔE to the lowest compared entry with this formula, charge and spin in kJ/mol: 126.7
E_tot in eV: -12368.931

Structure (ORCA input):
```
! wB97M-V def2-TZVPD RIJCOSX def2/J DEFGRID3
* xyz 1 1
H -1.134 -2.291 0.555
C -2.135 -0.697 0.134
C -1.045 -1.445 -0.214
O 0.060 -0.689 -0.598
C 1.170 -0.441 0.275
O 1.765 -1.358 0.783
O 1.327 0.819 0.337
Y -0.431 1.571 -0.507
O -2.143 0.628 0.069
H -3.112 -1.203 0.113
*
```

---

3.
DFT (the ωB97M-V functional and the def2-TZVPD basis) results for an isolated molecule of C3H2OS2 at a distorted geometry.

Properties
Gap between HOMO and LUMO in eV: 6.94
ΔE to the lowest compared entry with this formula, charge and spin in kJ/mol: 200.8
E_tot in eV: -26858.888
Structure (SMILES): O=CC(=S)C=S

Structure (ORCA input):
```
! wB97M-V def2-TZVPD RIJCOSX def2/J DEFGRID3
* xyz 0 1
O -0.710 1.837 0.002
C 0.367 1.253 -0.209
C 0.452 -0.198 0.081
S 1.936 -0.865 -0.274
C -0.669 -1.042 0.402
S -2.064 -0.885 -0.386
H 1.227 1.654 -0.746
H -0.539 -1.754 1.131
*
```

---

4.
DFT (the ωB97M-V functional and the def2-TZVPD basis) results for a structure of composition C3H2S2 at a distorted geometry.

Properties
Gap between HOMO and LUMO (alpha / beta) in eV: 6.36 / 6.37
ΔE to the lowest compared entry with this formula, charge and spin in kJ/mol: 293.1
E_tot in eV: -24808.443

Structure (ORCA input):
```
! wB97M-V def2-TZVPD RIJCOSX def2/J DEFGRID3
* xyz 0 1
C -0.599 0.327 0.102
C 0.387 1.049 -0.477
C 0.193 -0.832 0.322
S -0.503 -2.840 0.993
S 1.670 -0.256 -0.345
H -1.626 0.534 0.328
H 0.478 2.019 -0.922
*
```

---

5.
DFT (the ωB97M-V functional and the def2-TZVPD basis) results for a cluster of 13 separate species, C3H30NO15 in total at a distorted geometry.

Properties
Gap between HOMO and LUMO (alpha / beta) in eV: 10.71 / 6.32
E_tot in eV: -35796.402

Structure (ORCA input):
```
! wB97M-V def2-TZVPD RIJCOSX def2/J DEFGRID3
* xyz 0 2
O 0.779 -0.163 4.251
C 0.327 0.745 3.547
O -0.006 1.860 3.974
C -0.064 0.334 2.085
C -0.742 -1.092 2.230
O -1.334 -1.392 1.019
N 1.256 0.435 1.487
H -0.692 0.886 1.356
H -1.540 -1.309 2.944
H 0.135 -1.764 2.261
H -0.648 -1.228 0.231
H 1.224 0.190 0.432
H 1.834 -0.214 1.843
H 0.239 2.714 2.073
H 1.311 3.625 1.346
O 0.419 3.339 1.411
H 0.054 2.252 -1.352
H 0.698 2.730 0.079
O 0.970 2.372 -1.007
H 2.518 2.533 1.540
H 2.752 2.800 0.213
O 3.242 2.881 1.027
H 2.650 -2.457 2.582
H 1.277 -2.239 3.494
O 1.799 -2.887 2.924
H 2.217 -3.349 -1.092
H 2.723 -2.332 -2.057
O 2.567 -3.230 -1.924
H -0.221 -1.359 -1.833
H 1.273 -1.163 -1.467
O 0.453 -1.506 -1.102
H -0.904 0.432 -4.090
H -0.231 1.860 -4.204
O -0.062 0.915 -4.305
H 2.680 0.773 -1.661
H 1.310 0.707 -2.390
O 2.096 0.237 -2.023
H -2.883 0.602 -2.327
H -2.821 1.830 -1.458
O -2.549 1.481 -2.302
H -4.288 1.162 0.473
H -2.787 0.698 0.400
O -3.425 1.408 0.234
H -1.392 -3.024 -0.307
H -0.565 -3.119 -1.466
O -1.448 -3.367 -1.231
H -4.125 -1.366 -1.824
H -2.801 -2.036 -1.864
O -3.274 -1.205 -2.172
*
```

---

6.
DFT (the ωB97M-V functional and the def2-TZVPD basis) results for a cluster of 14 separate species, C3H33NO15 in total at a distorted geometry.

Properties
Gap between HOMO and LUMO in eV: 10.46
ΔE to the lowest compared entry with this formula, charge and spin in kJ/mol: 141.5
E_tot in eV: -35851.760

Structure (ORCA input):
```
! wB97M-V def2-TZVPD RIJCOSX def2/J DEFGRID3
* xyz 0 1
O 1.049 -0.724 1.000
C 0.250 -0.217 0.191
N -0.741 0.621 0.673
C -2.010 0.804 0.005
O -2.791 -0.374 0.125
C 0.402 -0.451 -1.262
H -0.657 0.858 1.667
H -1.863 0.936 -1.116
H -2.608 1.659 0.414
H -2.727 -0.739 1.056
H 0.610 0.506 -1.879
H -0.497 -0.927 -1.731
H 1.239 -1.154 -1.505
H 3.060 -0.440 0.479
H 2.951 1.111 0.417
O 3.455 0.423 0.799
H 1.128 2.356 0.675
H 1.095 2.431 -0.915
O 1.710 2.278 -0.076
H 2.752 0.508 2.283
H 3.103 0.902 3.788
O 2.361 0.614 3.232
H 0.400 -0.658 4.179
H 0.447 -0.587 2.633
O -0.105 -0.454 3.412
H -0.586 -3.148 -1.853
H 0.900 -3.315 -1.491
O 0.278 -3.351 -2.231
H -0.843 3.235 1.317
H -0.989 3.433 -0.207
O -1.461 3.570 0.635
H 0.515 -2.103 -3.372
H 0.827 -1.784 -4.769
O 0.689 -1.370 -3.972
H -0.271 0.015 -3.851
H -1.749 0.370 -3.551
O -0.871 0.822 -3.702
H 0.148 3.520 -2.549
H -0.355 2.044 -2.643
O -0.087 2.735 -2.009
H -2.835 -3.130 -1.224
H -2.270 -1.730 -0.789
O -2.124 -2.479 -1.371
H -1.588 -1.072 2.870
H -3.089 -0.966 3.308
O -2.500 -1.347 2.603
H 1.914 -3.752 0.542
H 1.539 -2.236 0.392
O 1.873 -3.030 -0.098
H 0.964 1.593 2.996
H -0.265 2.002 3.604
O 0.223 2.190 2.872
*
```

---

7.
DFT (the ωB97M-V functional and the def2-TZVPD basis) results for a structure of composition C3H33O13 at a distorted geometry.

Properties
Gap between HOMO and LUMO in eV: 8.87
ΔE to the lowest compared entry with this formula, charge and spin in kJ/mol: 1682.5
E_tot in eV: -30240.152

Structure (ORCA input):
```
! wB97M-V def2-TZVPD RIJCOSX def2/J DEFGRID3
* xyz 1 1
O -0.841 0.109 2.994
H -0.671 1.044 2.859
H -1.793 -0.015 2.997
H -0.466 -0.377 2.256
O -2.696 -0.982 0.796
H -3.099 -0.202 0.407
H -1.770 -1.086 0.566
H -2.739 -0.885 1.750
C 0.500 -0.912 -0.726
C -0.275 -0.141 0.354
C -1.366 0.805 -0.097
O -0.701 -0.908 1.428
H -0.079 -1.690 -1.223
H 1.404 -1.309 -0.265
H 0.887 -0.248 -1.499
H 0.476 0.499 0.816
H -1.818 1.426 0.677
H -2.229 0.361 -0.592
H -0.961 1.535 -0.798
O 1.489 -0.629 2.341
H 1.854 -1.503 2.477
H 0.807 -0.754 1.681
O 0.993 2.732 0.717
H 1.620 3.422 0.501
H 1.194 2.025 0.103
O 0.290 -2.622 1.257
H -0.002 -1.747 0.998
H -0.382 -2.929 1.865
O -0.486 2.023 2.181
H 0.402 2.271 1.923
H -1.053 2.631 1.708
O -3.685 0.499 -0.431
H -4.373 -0.085 -0.749
H -3.730 1.261 -1.008
O 0.399 -3.560 -2.128
H 0.805 -2.699 -2.231
H -0.518 -3.423 -2.365
O 2.063 1.506 -0.839
H 2.344 0.648 -0.521
H 2.455 1.581 -1.708
O -0.028 1.763 -3.361
H -0.302 2.438 -2.741
H -0.047 0.950 -2.856
O 2.216 0.083 -2.845
H 1.861 -0.492 -2.167
H 2.757 -0.491 -3.387
O 2.892 -0.328 -0.481
H 2.691 -1.250 -0.647
H 3.712 -0.347 0.013
*
```

---

8.
DFT (the ωB97M-V functional and the def2-TZVPD basis) results for a cluster of 13 separate species, C3H34NO12 in total at a distorted geometry.

Properties
Gap between HOMO and LUMO (alpha / beta) in eV: 2.53 / 10.62
ΔE to the lowest compared entry with this formula, charge and spin in kJ/mol: 0.0
E_tot in eV: -29721.512

Structure (ORCA input):
```
! wB97M-V def2-TZVPD RIJCOSX def2/J DEFGRID3
* xyz 0 2
C 1.403 -2.835 1.678
C 1.926 -1.706 0.844
C 2.069 -2.026 -0.602
N 0.923 -0.547 0.926
H 1.045 -2.657 2.708
H 0.389 -3.171 1.383
H 2.067 -3.708 1.589
H 2.889 -1.368 1.293
H 1.302 -2.651 -1.057
H 2.984 -2.624 -0.807
H 2.190 -1.120 -1.204
H 0.735 -0.314 1.907
H 1.212 0.276 0.369
H 0.009 -0.906 0.646
H -1.577 -1.664 -1.198
H -2.755 -2.331 -0.441
O -1.797 -2.276 -0.477
H 0.663 1.462 4.786
H 0.934 1.442 3.243
O 0.704 0.895 4.010
H -1.915 1.415 0.368
H -2.742 1.497 -1.024
O -1.905 1.687 -0.555
H -0.892 0.562 -1.111
H 0.398 0.546 -2.020
O -0.288 -0.033 -1.652
H -0.970 3.262 0.129
H 0.196 3.959 -0.532
O -0.404 4.030 0.240
H 2.636 1.991 -0.010
H 3.668 0.943 -0.406
O 2.708 1.078 -0.349
H -5.041 0.610 -1.295
H -3.905 -0.045 -2.219
O -4.148 0.696 -1.633
H -0.661 -4.574 -0.721
H 0.295 -4.683 -1.923
O 0.109 -5.047 -1.059
H 0.363 2.875 -2.297
H 1.910 3.190 -2.162
O 1.123 2.916 -1.679
H -2.845 -1.246 -4.016
H -1.909 -0.446 -2.994
O -2.724 -0.989 -3.099
H -1.011 0.880 2.979
H -2.455 0.924 2.399
O -1.519 0.928 2.145
H 0.797 3.527 1.381
H 2.244 3.978 1.555
O 1.574 3.400 1.964
*
```

---

9.
DFT (the ωB97M-V functional and the def2-TZVPD basis) results for a cluster of 14 separate species, C3H35NO14S in total at a distorted geometry.

Properties
Gap between HOMO and LUMO in eV: 9.27
E_tot in eV: -44670.101

Structure (ORCA input):
```
! wB97M-V def2-TZVPD RIJCOSX def2/J DEFGRID3
* xyz 0 1
C -0.086 -1.549 -1.509
O 0.105 -2.974 -1.572
C -1.271 -1.228 -0.589
C -2.503 -0.921 -1.496
S -3.993 -1.968 -1.302
N -0.951 0.046 0.081
H 0.839 -1.067 -1.198
H -0.240 -1.256 -2.549
H 1.036 -3.215 -1.579
H -1.507 -2.014 0.122
H -2.182 -0.876 -2.533
H -2.828 0.101 -1.325
H -4.486 -1.244 -0.292
H 0.004 0.070 0.441
H -1.512 0.224 0.910
H 2.268 -4.252 1.131
H 1.047 -3.902 0.223
O 1.878 -3.555 0.595
H 0.001 3.950 0.627
H -0.258 2.395 0.642
O -0.674 3.262 0.663
H -0.446 2.029 -1.700
H 0.377 2.333 -2.925
O 0.453 2.264 -1.966
H -0.836 -2.551 2.764
H 0.279 -3.025 1.976
O 0.092 -2.317 2.617
H 1.386 1.249 -0.774
H 2.694 0.805 -0.179
O 1.739 0.840 0.041
H 2.141 3.483 0.110
H 1.590 3.800 -1.360
O 1.860 4.177 -0.510
H 5.095 1.224 0.266
H 4.488 -0.140 0.398
O 4.497 0.625 -0.198
H -3.449 2.392 0.172
H -2.261 3.337 -0.122
O -3.122 3.026 -0.475
H 2.080 -1.614 2.384
H 2.424 -1.100 0.995
O 2.714 -1.066 1.912
H 2.094 2.989 2.650
H 2.233 1.746 1.714
O 2.529 2.663 1.855
H -2.428 2.428 -1.985
H -2.874 1.953 -3.408
O -2.160 2.378 -2.926
H -0.851 -4.882 -1.174
H -1.578 -5.141 0.085
O -0.672 -5.021 -0.235
H -2.378 0.212 3.701
H -0.797 0.173 3.361
O -1.597 0.702 3.443
*
```

---

10.
DFT (the ωB97M-V functional and the def2-TZVPD basis) results for a cluster of 14 separate species, C3H36NO14 in total at a distorted geometry.

Properties
Gap between HOMO and LUMO in eV: 9.88
ΔE to the lowest compared entry with this formula, charge and spin in kJ/mol: 209.6
E_tot in eV: -33845.613

Structure (ORCA input):
```
! wB97M-V def2-TZVPD RIJCOSX def2/J DEFGRID3
* xyz 1 1
C 0.455 1.413 -0.369
C -0.924 1.790 0.017
C -1.603 2.051 -1.336
O -1.915 0.881 -2.063
N 1.233 1.115 0.890
H 0.974 2.266 -0.831
H 0.447 0.646 -1.141
H -1.542 1.077 0.587
H -1.005 2.715 0.632
H -2.503 2.703 -1.290
H -0.982 2.639 -2.051
H -1.506 0.145 -1.600
H 1.050 0.296 1.469
H 1.038 1.974 1.462
H 2.258 1.102 0.611
H -4.605 -1.438 1.591
H -3.529 -1.209 0.510
O -4.306 -0.820 0.925
H 0.878 -0.792 -4.997
H 2.363 -0.466 -4.989
O 1.553 -0.334 -4.483
H -0.443 -2.321 -1.990
H -0.003 -1.835 -0.712
O -0.285 -1.460 -1.565
H 1.169 -1.846 3.031
H 1.486 -1.510 4.600
O 0.849 -1.529 3.889
H 1.132 -3.659 1.731
H 1.994 -2.679 1.008
O 1.181 -2.701 1.537
H 1.868 -2.112 -1.976
H 3.004 -2.947 -1.963
O 2.423 -2.559 -1.295
H -1.316 -2.266 2.300
H -2.243 -1.219 2.846
O -2.247 -2.040 2.340
H -1.486 -0.844 -4.397
H -1.211 -2.358 -4.745
O -1.170 -1.461 -5.084
H -3.528 0.415 1.975
H -4.194 0.772 3.435
O -3.444 0.888 2.839
H 2.070 2.725 3.729
H 0.559 2.297 3.606
O 1.355 2.630 3.101
H -1.762 0.922 3.518
H -0.530 0.048 4.036
O -0.798 0.791 3.519
H 2.500 0.730 -2.868
H 3.188 1.652 -3.676
O 3.413 1.070 -2.940
H 4.153 1.386 0.004
H 3.567 1.809 -1.321
O 3.397 1.859 -0.362
*
```

---

E_tot of number 3 (C3H2OS2)? -26858.888 eV